7
Properties=species:S:1:pos:R:3:forces:R:3 method="wB97M-V/def2-TZVPD" smiles="O=S(=O)=CS" orbital_gap_ev=8.76 de_lowest_kj_mol=269.2 homo_ev=-9.9755 e_tot_ha=-986.03073
O 2.10060 0.66063 0.83478 -2.0 1.2 -0.7
S 0.71643 0.75120 0.34808 1.4 -1.2 1.5
O -0.22113 1.80687 0.65765 1.3 -0.9 -0.3
C 0.21907 -0.75167 -0.11338 -5.3 3.9 -0.7
S -1.55691 -0.45007 -1.11606 2.6 -1.0 1.8
H 0.93697 -1.23690 -0.63013 2.2 -1.9 -1.4
H -2.19503 -0.78005 0.01905 -0.2 0.1 -0.2